Entry 1:
{
  "formula": "C25H34O11",
  "method": "ωB97M-V/def2-TZVPD",
  "species": ["C", "C", "C", "C", "C", "C", "C", "C", "C", "C", "C", "C", "O", "O", "C", "O", "H", "H", "H", "H", "H", "H", "H", "H", "H", "H", "H", "H", "H", "H", "H", "H", "H", "H", "H", "H", "H", "H", "H", "H", "H", "H", "C", "C", "C", "O", "C", "C", "C", "O", "O", "O", "H", "H", "H", "H", "C", "C", "C", "O", "C", "C", "C", "O", "O", "O", "H", "H", "H", "H"],
  "xyz": [[1.6259, 1.6443, 0.6860], [2.1252, 1.4691, -0.7596], [3.5653, 0.9291, -0.7969], [3.8899, -0.0414, -1.9346], [2.8770, -1.1739, -2.1575], [2.0417, -0.8904, -3.4102], [0.8950, -1.8707, -3.6071], [0.0083, -1.4850, -4.8020], [-1.4025, -1.0767, -4.3978], [-1.4373, 0.0085, -3.3119], [-2.0611, -0.5142, -2.0269], [-1.6881, 0.2681, -0.7578], [-0.8930, 1.4058, -1.0662], [-2.2423, 1.1097, -3.8298], [-1.7515, 2.3516, -3.5516], [-0.8925, 2.8973, -4.2098], [0.8862, 2.4418, 0.7266], [2.4629, 1.9753, 1.2975], [1.2140, 0.7243, 1.0849], [1.4343, 0.8370, -1.3121], [2.0790, 2.4531, -1.2214], [4.2270, 1.7858, -0.9319], [3.8141, 0.5021, 0.1712], [3.9642, 0.5418, -2.8520], [4.8802, -0.4511, -1.7422], [2.2201, -1.2764, -1.2961], [3.3966, -2.1158, -2.3215], [2.7108, -0.9577, -4.2679], [1.6567, 0.1265, -3.3464], [1.2960, -2.8743, -3.7400], [0.3017, -1.9006, -2.6904], [0.4942, -0.6749, -5.3442], [-0.0859, -2.3176, -5.4971], [-1.9467, -0.7405, -5.2747], [-1.9131, -1.9679, -4.0336], [-0.4383, 0.4017, -3.1479], [-1.7533, -1.5461, -1.8939], [-3.1393, -0.5009, -2.1625], [-2.5941, 0.5363, -0.2132], [-1.1159, -0.3920, -0.0995], [-0.8546, 1.9529, -0.2799], [-2.2653, 2.8652, -2.7316], [2.8634, -2.5103, 3.3648], [2.3781, -3.3193, 4.3161], [1.0480, -4.0110, 4.1743], [0.6950, -4.7387, 5.0820], [0.2663, -3.7701, 2.9731], [0.7517, -2.9603, 2.0241], [2.0900, -2.2858, 2.1579], [2.4449, -1.5761, 1.2360], [0.1071, -2.6827, 0.8974], [3.0171, -3.5788, 5.4474], [3.8168, -2.0097, 3.4562], [-0.6927, -4.2608, 2.8863], [0.6925, -2.0850, 0.3932], [2.4465, -4.1927, 5.9472], [-4.0112, 3.9392, 4.1794], [-4.5991, 2.7354, 4.2226], [-4.0116, 1.5350, 3.5298], [-4.6027, 0.4781, 3.6301], [-2.7777, 1.7099, 2.7823], [-2.1943, 2.9119, 2.7349], [-2.7707, 4.1073, 3.4421], [-2.1627, 5.1563, 3.3538], [-1.0723, 3.1473, 2.0609], [-5.7312, 2.5009, 4.8702], [-4.4253, 4.8059, 4.6745], [-2.3621, 0.8483, 2.2778], [-0.8670, 4.0925, 2.1960], [-5.9282, 1.5540, 4.7429]],
  "forces_ev_per_angstrom": [[0.25, 0.41, -0.67], [0.13, -0.06, 0.46], [-0.15, 0.31, -0.30], [-0.04, -0.03, 0.32], [0.04, 0.43, -0.61], [0.08, -0.51, 0.51], [0.03, 0.16, -0.15], [-0.05, -0.13, 0.09], [0.14, -0.10, 0.09], [-0.32, -0.20, -0.69], [0.23, 0.44, 0.19], [0.13, -0.34, 0.11], [-0.57, -0.04, -0.21], [0.29, 0.32, 0.59], [0.78, 0.89, -1.21], [-0.95, -0.92, 0.96], [-0.13, -0.13, 0.16], [0.02, -0.08, 0.27], [-0.03, -0.11, 0.20], [0.02, -0.03, 0.03], [0.06, 0.02, -0.32], [0.17, 0.06, 0.21], [-0.03, -0.29, 0.06], [0.07, -0.02, -0.19], [0.12, -0.03, -0.05], [0.00, -0.12, 0.19], [0.01, -0.20, 0.23], [-0.01, 0.24, -0.20], [-0.01, 0.15, -0.19], [0.07, -0.12, 0.03], [-0.06, -0.07, 0.09], [-0.03, 0.13, -0.11], [0.10, -0.06, -0.11], [-0.11, 0.18, -0.03], [-0.15, -0.07, 0.03], [0.09, -0.03, 0.08], [-0.03, -0.17, 0.01], [-0.13, -0.12, -0.11], [-0.07, 0.23, 0.01], [0.04, -0.04, 0.12], [0.13, 0.17, 0.18], [-0.10, -0.08, -0.03], [0.05, 0.11, -0.17], [0.22, 0.12, 0.01], [-0.31, 0.00, -0.29], [0.11, -0.01, 0.14], [-0.06, -0.10, 0.14], [-0.22, -0.14, 0.01], [0.25, 0.00, 0.31], [-0.04, 0.03, -0.11], [0.02, 0.03, 0.00], [-0.05, -0.02, -0.02], [0.01, -0.02, 0.02], [0.00, 0.00, -0.02], [0.09, 0.03, -0.05], [-0.05, -0.06, 0.04], [0.11, 0.13, -0.04], [-0.07, 0.23, 0.10], [0.33, -0.02, -0.20], [-0.15, 0.00, 0.08], [-0.04, -0.25, -0.04], [0.06, -0.19, -0.13], [-0.35, 0.08, 0.25], [0.15, 0.00, -0.11], [-0.13, 0.06, 0.02], [0.03, -0.05, -0.02], [-0.02, -0.01, 0.02], [0.00, -0.02, 0.02], [0.01, 0.09, 0.03], [-0.01, -0.08, -0.01]],
  "lumo_ev": -1.77,
  "multiplicity": 1,
  "homo_lumo_gap_ev": 8.16
}



Entry 2:
{
  "formula": "C25H35AuN10S",
  "method": "ωB97M-V/def2-TZVPD",
  "species": ["Au", "N", "C", "S", "N", "N", "C", "C", "C", "C", "C", "C", "C", "C", "C", "C", "C", "C", "N", "H", "H", "H", "H", "H", "H", "H", "H", "H", "H", "H", "C", "N", "C", "C", "N", "C", "C", "N", "C", "C", "N", "C", "N", "C", "C", "C", "N", "C", "H", "H", "H", "H", "H", "H", "H", "H", "H", "H", "H", "H", "H", "H", "H", "H", "H", "H", "H", "H", "H", "H", "H", "H"],
  "xyz": [[0.1680, 0.8112, 0.2429], [-0.7692, 1.8454, 4.2791], [-0.7069, 1.4435, 3.0091], [0.7591, 1.9215, 2.1284], [-1.6930, 0.7444, 2.5220], [-1.5250, 0.3824, 1.2248], [-2.4443, -0.2626, 0.5783], [-3.7347, -0.6404, 1.1798], [-4.0964, -1.9862, 1.2292], [-5.3060, -2.3535, 1.7962], [-6.1612, -1.3800, 2.2935], [-5.8040, -0.0390, 2.2376], [-4.5870, 0.3340, 1.6934], [-2.1124, -0.5936, -0.8252], [-2.9857, -1.2383, -1.6815], [-2.5788, -1.5073, -2.9831], [-1.3154, -1.1252, -3.3982], [-0.4946, -0.4620, -2.5008], [-0.8924, -0.1998, -1.2606], [-0.0328, 2.3835, 4.7006], [-1.5867, 1.6269, 4.8257], [-3.4268, -2.7469, 0.8447], [-5.5813, -3.3979, 1.8487], [-7.1095, -1.6671, 2.7271], [-6.4738, 0.7167, 2.6243], [-4.3009, 1.3770, 1.6611], [-3.9685, -1.5189, -1.3325], [-3.2512, -2.0098, -3.6652], [-0.9657, -1.3213, -4.4014], [0.4951, -0.1161, -2.7662], [4.0124, 3.6173, 0.0911], [2.8529, 3.7842, -0.7729], [2.6160, 5.0954, -1.3836], [1.1755, 4.9910, -1.8915], [0.8380, 3.5896, -1.6379], [-0.3284, 3.0071, -2.2614], [1.8414, 2.9379, -1.0260], [1.8034, 1.6255, -0.7729], [3.0624, 0.8968, -0.5602], [2.8618, -0.5699, -0.8768], [1.8766, -1.0843, 0.0487], [1.7104, -2.3626, 0.2351], [0.9902, -2.8394, 1.2877], [0.4853, -2.0493, 2.3792], [0.8509, -4.2850, 1.2514], [1.9130, -4.6805, 0.2302], [2.1369, -3.4346, -0.5003], [3.0983, -3.4611, -1.5865], [4.2977, 4.6062, 0.4439], [4.8646, 3.1864, -0.4334], [3.7714, 3.0155, 0.9626], [3.3345, 5.2814, -2.1829], [2.7316, 5.8736, -0.6306], [1.1017, 5.2020, -2.9580], [0.4894, 5.6518, -1.3606], [-0.9689, 3.8207, -2.5938], [-0.9060, 2.4077, -1.5592], [-0.0655, 2.3978, -3.1301], [3.4126, 0.9728, 0.4714], [3.8241, 1.3022, -1.2277], [3.8327, -1.0607, -0.7759], [2.5610, -0.6519, -1.9293], [1.0782, -1.1409, 2.4756], [0.5762, -2.6214, 3.3030], [-0.5694, -1.7843, 2.2563], [-0.1540, -4.5833, 0.9367], [1.0413, -4.7121, 2.2354], [1.5723, -5.4593, -0.4502], [2.8359, -5.0198, 0.7104], [3.0089, -4.4274, -2.0796], [4.1296, -3.3571, -1.2402], [2.8850, -2.6985, -2.3287]],
  "forces_ev_per_angstrom": [[0.17, 0.59, -0.01], [-0.01, 0.01, -0.04], [0.03, -0.01, 0.05], [-0.03, 0.01, -0.04], [-0.02, 0.00, -0.04], [0.07, -0.11, -0.01], [0.00, 0.02, 0.02], [0.01, -0.02, 0.00], [0.01, -0.01, 0.00], [0.00, 0.00, 0.00], [0.00, 0.00, 0.00], [0.00, -0.01, 0.00], [0.00, 0.02, 0.00], [0.01, -0.02, -0.03], [0.01, -0.01, 0.01], [0.00, 0.00, 0.00], [0.01, -0.01, 0.01], [-0.02, -0.01, 0.01], [0.03, -0.04, -0.06], [0.00, 0.00, 0.00], [0.00, -0.01, 0.00], [0.00, 0.00, 0.00], [0.00, 0.00, 0.00], [0.00, 0.00, 0.00], [0.00, 0.00, 0.00], [0.00, 0.00, 0.00], [0.00, 0.00, 0.00], [0.00, 0.00, 0.00], [0.00, 0.00, 0.00], [0.01, 0.00, 0.00], [-0.05, -0.01, 0.08], [0.12, -0.01, -0.17], [-0.02, 0.01, 0.00], [-0.01, 0.02, 0.03], [-0.14, 0.10, 0.04], [0.03, -0.05, -0.04], [-0.01, 0.15, 0.06], [-0.19, -0.35, 0.14], [0.06, -0.01, -0.02], [-0.02, 0.04, 0.00], [-0.10, -0.31, 0.07], [0.10, 0.11, -0.03], [0.00, -0.02, 0.04], [-0.01, -0.01, 0.00], [0.01, 0.02, 0.00], [0.00, 0.01, -0.01], [-0.06, -0.10, -0.05], [0.00, -0.01, -0.01], [0.00, 0.00, 0.01], [-0.01, -0.01, 0.00], [-0.01, -0.02, -0.01], [-0.01, 0.00, 0.00], [0.00, 0.00, 0.00], [0.00, 0.00, 0.00], [0.02, 0.00, 0.01], [0.01, 0.00, -0.02], [0.00, 0.05, -0.02], [0.01, -0.01, 0.02], [0.00, -0.01, 0.00], [-0.02, 0.05, 0.01], [0.00, 0.01, -0.01], [-0.01, 0.01, 0.00], [0.00, 0.02, -0.02], [0.01, 0.01, 0.01], [0.01, -0.02, 0.02], [0.00, 0.00, -0.02], [-0.01, -0.01, 0.00], [0.01, -0.01, 0.01], [0.00, 0.01, 0.01], [0.00, 0.00, -0.01], [0.01, -0.01, 0.00], [0.01, -0.02, 0.02]],
  "lumo_ev": -6.60,
  "total_charge": 2,
  "multiplicity": 1,
  "homo_lumo_gap_ev": 6.82,
  "relative_energy_ev": 0.000
}



Entry 3:
{
  "formula": "C25H35B2BrF7N6O4",
  "method": "ωB97M-V/def2-TZVPD",
  "species": ["C", "O", "C", "C", "C", "C", "C", "C", "C", "C", "C", "Br", "C", "C", "F", "F", "C", "F", "F", "C", "F", "F", "F", "C", "N", "C", "B", "O", "O", "C", "B", "N", "O", "N", "C", "C", "N", "H", "H", "H", "H", "H", "H", "H", "H", "H", "H", "H", "H", "H", "H", "H", "H", "H", "H", "H", "H", "H", "H", "H", "H", "C", "C", "N", "C", "C", "N", "C", "C", "H", "H", "H", "H", "H", "H", "H", "H", "H", "H", "H"],
  "xyz": [[1.4729, 0.3181, 5.1166], [0.3216, -0.0766, 5.8376], [-0.1703, -1.3361, 5.4373], [-0.9179, -1.3202, 4.0927], [-1.6497, -0.0002, 3.7895], [-1.1506, 0.5838, 2.4563], [-1.7217, 1.9840, 2.1632], [-0.6589, 3.0190, 1.8087], [-0.2720, 3.0701, 0.3104], [0.8432, 2.0987, 0.0182], [2.1789, 2.4171, 0.3217], [2.3913, 4.1453, 1.0878], [3.2200, 1.5998, 0.1015], [4.7112, 1.8042, 0.3394], [5.3239, 1.6168, -0.8531], [5.1685, 0.8298, 1.1576], [5.4046, 3.0758, 0.9027], [6.7267, 2.8058, 0.7508], [5.2213, 4.1804, 0.1841], [5.2604, 3.3159, 2.4629], [5.0928, 4.6125, 2.7056], [6.3724, 2.9486, 3.0901], [4.2573, 2.6085, 2.9953], [2.8954, 0.3286, -0.4439], [3.9007, -0.5666, -0.6522], [3.5801, -1.7306, -1.1521], [4.7693, -2.7792, -1.4026], [5.2237, -3.0954, -2.6495], [5.3807, -3.3087, -0.2920], [2.2430, -2.0339, -1.4910], [1.9218, -3.4562, -2.1290], [1.3706, -3.5060, -3.4565], [2.1620, -4.6366, -1.4620], [1.2433, -1.2039, -1.3130], [1.6055, -0.0040, -0.7553], [0.5632, 0.8917, -0.5119], [-0.7603, 0.5353, -0.8182], [1.4490, 0.0069, 4.0724], [2.3708, -0.0773, 5.5915], [1.5112, 1.4020, 5.1498], [-0.7769, -1.7340, 6.2433], [0.6851, -2.0133, 5.3328], [-0.1795, -1.4840, 3.3102], [-1.6259, -2.1430, 4.0479], [-2.7202, -0.1704, 3.6867], [-1.4935, 0.7544, 4.5553], [-1.4532, -0.1117, 1.6783], [-0.0646, 0.6254, 2.5068], [-2.4436, 1.9306, 1.3459], [-2.2813, 2.3001, 3.0408], [0.2287, 2.8531, 2.4121], [-1.0023, 4.0206, 2.0635], [-1.1364, 2.8448, -0.3006], [0.0235, 4.0778, 0.0536], [4.5617, -3.4647, -3.2418], [4.9490, -4.1095, 0.0158], [0.8005, -4.3479, -3.5063], [0.7083, -2.7364, -3.5220], [1.8597, -4.6282, -0.5505], [-1.1325, 1.1881, -1.4969], [-0.8112, -0.4019, -1.1970], [-6.6051, -0.0741, -5.7636], [-5.2288, -0.7087, -5.6595], [-4.8754, -1.0495, -4.2702], [-4.4577, -2.2805, -3.8237], [-4.1845, -2.1518, -2.5020], [-4.4415, -0.8442, -2.1667], [-4.8565, -0.1966, -3.2509], [-4.2866, -0.2393, -0.8393], [-6.6626, 0.8547, -5.1952], [-6.8282, 0.1563, -6.8029], [-7.3740, -0.7475, -5.3848], [-4.4613, -0.0352, -6.0398], [-5.1883, -1.6229, -6.2466], [-4.3973, -3.1108, -4.5043], [-3.8305, -2.8422, -1.7575], [-5.1278, 0.8441, -3.2919], [-5.2551, 0.1129, -0.4923], [-3.5919, 0.5946, -0.9039], [-3.8979, -0.9761, -0.1441]],
  "forces_ev_per_angstrom": [[-0.08, 0.15, 0.29], [-0.23, 0.02, -0.14], [0.44, -0.35, -0.16], [-0.04, 0.59, 0.26], [0.22, 0.02, -0.66], [-0.62, 0.08, 0.43], [0.21, -0.35, -0.06], [-0.39, 0.50, -0.32], [0.22, -0.36, 0.55], [-0.66, 0.96, 0.08], [-0.34, 1.57, 0.52], [0.26, 0.03, -0.05], [0.91, -0.39, 0.15], [-0.05, -0.15, -0.31], [0.02, 0.30, -0.44], [-0.02, -0.14, 0.53], [1.22, -0.12, 0.47], [0.08, -0.19, -0.08], [-0.70, 0.19, -0.06], [0.22, 0.07, -0.07], [-0.33, 0.06, 0.03], [-0.06, -0.15, -0.01], [-0.14, 0.18, -0.07], [1.61, -0.45, 0.05], [-0.04, -0.16, -0.05], [0.46, 0.10, -0.11], [0.15, 0.19, 0.48], [-0.23, -0.53, 0.14], [-0.05, 0.11, -0.09], [-0.73, -1.15, -0.46], [-0.35, 0.37, -0.36], [-0.90, -0.22, 1.31], [-0.16, -0.12, -0.14], [0.89, 0.31, 0.28], [-1.47, -1.11, -0.49], [-0.68, -0.02, -0.17], [-0.40, -0.07, -0.37], [-0.04, -0.08, -0.11], [0.14, -0.11, -0.04], [0.08, 0.16, -0.01], [-0.24, 0.22, 0.15], [-0.03, -0.20, 0.09], [0.01, -0.11, -0.21], [0.07, -0.27, 0.10], [-0.18, 0.03, 0.21], [0.01, -0.13, 0.29], [0.31, -0.10, -0.29], [0.16, -0.02, -0.22], [-0.13, 0.00, -0.05], [0.00, 0.22, 0.12], [0.15, -0.03, 0.10], [-0.17, 0.05, 0.15], [-0.25, -0.06, -0.03], [0.14, 0.14, -0.10], [0.04, 0.45, -0.40], [0.21, -0.11, 0.17], [0.38, -0.19, -0.54], [0.46, 0.30, -0.57], [0.45, 0.07, 0.22], [-0.16, -0.02, 0.06], [0.31, -0.01, -0.09], [-0.05, -0.05, 0.24], [-0.14, 0.26, -0.25], [0.01, 0.01, -0.04], [-0.04, 0.07, -0.16], [0.02, 0.10, 0.15], [0.03, 0.07, 0.05], [0.03, -0.18, 0.00], [-0.10, 0.20, -0.01], [0.01, 0.04, -0.06], [0.04, -0.01, -0.02], [0.00, -0.02, -0.05], [0.04, -0.05, 0.00], [0.08, -0.09, 0.13], [0.04, -0.10, 0.12], [-0.02, -0.13, -0.10], [0.00, 0.01, 0.00], [0.01, -0.03, 0.05], [0.06, -0.05, 0.09], [0.03, -0.05, -0.07]],
  "lumo_ev": -3.25,
  "total_charge": 1,
  "multiplicity": 1,
  "homo_lumo_gap_ev": 7.61
}